No. 1
ORCA calculation (ωB97M-V/def2-TZVPD) on C19H24IrN4O6S4SbSi as an isolated structure.

Geometry (Å):
1 Ir 0.27927 -0.44074 0.14055
2 O 4.48029 -5.28265 -3.74954
3 N 3.40662 -4.73296 -3.86107
4 O 2.65122 -4.88671 -4.79726
5 C 2.99800 -3.80228 -2.77565
6 C 3.93295 -3.58759 -1.82424
7 C 3.68492 -2.70010 -0.73282
8 C 4.60844 -2.43101 0.29239
9 C 4.25986 -1.55561 1.28868
10 C 3.00415 -0.93897 1.26329
11 N 2.12725 -1.18949 0.30483
12 C 2.45162 -2.05989 -0.68632
13 C 1.45142 -2.31539 -1.67926
14 N 0.27465 -1.66076 -1.49299
15 C -0.69123 -1.79620 -2.38349
16 C -0.53638 -2.64223 -3.48479
17 C 0.63062 -3.33279 -3.67879
18 C 1.69106 -3.17625 -2.75674
19 H 4.88458 -4.09249 -1.90224
20 H 5.57783 -2.91195 0.28407
21 H 4.93939 -1.32179 2.09514
22 H 2.67374 -0.23540 2.01421
23 H -1.59409 -1.21366 -2.23362
24 H -1.35063 -2.72466 -4.18996
25 H 0.74452 -3.97554 -4.53287
26 S -3.38542 0.57437 -2.95325
27 Sb -2.09930 2.41520 -2.80179
28 S 0.17728 1.22563 -2.97032
29 S 1.22664 1.12345 -1.23811
30 C -5.10222 -0.88015 -0.08959
31 C -4.28613 0.33769 0.34150
32 C -2.85682 0.08505 0.26003
33 N -1.73900 -0.14200 0.18788
34 H -6.16191 -0.64580 -0.00960
35 H -4.89161 -1.74446 0.53973
36 H -4.88094 -1.13060 -1.12581
37 H -4.50218 0.65598 1.36251
38 H -4.47442 1.19080 -0.31518
39 C -2.02711 5.20108 -0.03604
40 S -2.70662 3.57127 -0.05056
41 O -3.82726 3.59236 -0.98476
42 O -3.00976 3.19557 1.30268
43 O -1.61779 2.70759 -0.65870
44 H -2.73179 5.84565 0.48333
45 H -1.90154 5.52240 -1.06768
46 H -1.07061 5.17800 0.48159
47 C -1.17032 1.38282 4.09208
48 Si 0.37171 1.57866 3.05156
49 C 0.44043 3.31580 2.35253
50 C 1.86262 1.35752 4.19209
51 O 0.38994 0.45751 1.88596
52 H -1.20738 2.12071 4.89715
53 H -1.22020 0.38893 4.54253
54 H -2.05327 1.52977 3.46600
55 H 0.95341 4.00077 3.03167
56 H -0.57142 3.68576 2.19262
57 H 0.96503 3.32313 1.39346
58 H 1.98995 2.25432 4.80327
59 H 2.80096 1.22069 3.64771
60 H 1.73699 0.51163 4.87200

Orbital gap (Ha): 0.2002
E_tot (eV): -98935.215
Highest occupied orbital energy (Ha): -0.2673
Multiplicity: 1

---

No. 2
ORCA calculation (ωB97M-V/def2-TZVPD) on one molecule with the formula C19H24N2O3S.

Geometry (Å):
1 C 4.40898 1.24743 0.30200
2 C 4.30578 2.24094 -0.84567
3 H 5.27023 2.38679 -1.33507
4 H 3.91883 3.19941 -0.48461
5 O 3.43991 1.75215 -1.87665
6 C 2.13572 1.87500 -1.67234
7 O 1.63213 2.39979 -0.71068
8 C 1.32818 1.29028 -2.81537
9 N -0.04598 1.17040 -2.40524
10 C -0.74149 0.01890 -2.58612
11 N -1.89278 -0.13077 -1.89349
12 C -2.23749 0.73411 -0.78101
13 C -1.16983 0.82433 0.28883
14 C -0.28593 -0.21897 0.52509
15 C 0.67945 -0.11127 1.50986
16 C 0.78365 1.03376 2.28584
17 C -0.11028 2.07218 2.05305
18 C -1.07134 1.97126 1.06787
19 H -1.75000 2.79468 0.89352
20 H -0.04206 2.97442 2.64313
21 C 1.82795 1.16280 3.35308
22 H 1.35779 1.22503 4.33435
23 H 2.50183 0.30944 3.34762
24 H 2.40969 2.07159 3.20618
25 H 1.36329 -0.93315 1.67020
26 H -0.33717 -1.11943 -0.06952
27 H -2.47943 1.73993 -1.15076
28 H -3.14530 0.32373 -0.32927
29 C -2.73104 -1.30195 -2.09845
30 C -2.54062 -2.30755 -1.01323
31 C -1.69491 -3.36951 -0.90511
32 C -1.90279 -3.91061 0.38840
33 C -2.85611 -3.13902 0.98182
34 O -3.24940 -2.16129 0.13517
35 C -3.48208 -3.19850 2.32870
36 H -4.56509 -3.27725 2.24236
37 H -3.25398 -2.29454 2.89336
38 H -3.10353 -4.06013 2.86982
39 H -1.40853 -4.75874 0.81614
40 H -1.01323 -3.71546 -1.65480
41 H -2.45120 -1.74470 -3.05649
42 H -3.77567 -0.97755 -2.13133
43 S -0.21649 -1.10649 -3.68807
44 H -0.25069 1.73481 -1.58735
45 H 1.42184 1.95289 -3.68525
46 H 1.71893 0.30788 -3.10571
47 H 5.10664 1.62102 1.04601
48 H 4.76010 0.28608 -0.06485
49 H 3.43352 1.11589 0.76404

Orbital gap (Ha): 0.3194
E_tot (eV): -40051.092
Highest occupied orbital energy (Ha): -0.2912
Multiplicity: 1